Model a:
C5H15N2 | ωB97M-V/def2-TZVPD

Values from the calculation:
Frontier orbital gap: 0.430 Ha
LUMO level: -2.6 eV
SMILES: CC[N@@H+](C)CCN
Charge: +1
Multiplicity: 1

Positions of all 22 atoms, in Å:
N 2.24 -0.37 1.24
C 1.12 0.26 1.93
C -0.21 -0.16 1.36
N -0.25 0.03 -0.19
C -1.25 -0.79 -0.90
C -0.94 -0.88 -2.41
C -0.30 1.49 -0.42
H 0.73 -0.23 -0.37
H 2.63 -1.20 1.69
H 3.01 0.29 1.32
H 1.26 1.34 1.88
H 1.02 0.02 2.99
H -0.45 -1.21 1.54
H -1.13 0.40 1.64
H -1.40 -1.74 -0.42
H -2.16 -0.21 -0.80
H 0.05 -1.21 -2.66
H -1.18 0.11 -2.83
H -1.66 -1.55 -2.89
H 0.58 2.02 -0.06
H -0.42 1.66 -1.51
H -1.27 1.92 -0.14



Model b:
C5H15N2 | ωB97M-V/def2-TZVPD

Values from the calculation:
Frontier orbital gap: 0.375 Ha
LUMO level: -3.4 eV
SMILES: CC(C)NCC[NH3+]
Charge: +1
Multiplicity: 1

Positions of all 22 atoms, in Å:
N 2.23 -0.16 -0.93
C 2.03 -0.83 0.35
C 0.52 -1.46 0.48
N -0.48 -0.79 -0.44
C -0.63 1.57 0.79
C -1.42 0.24 0.29
C -2.57 0.76 -0.62
H 2.71 -0.70 -1.56
H 1.35 0.09 -1.37
H 2.74 0.66 -0.82
H 2.18 -0.19 1.20
H 2.67 -1.82 0.22
H 0.34 -1.32 1.51
H 0.62 -2.51 0.21
H -1.04 -1.52 -0.79
H -1.19 2.42 1.12
H 0.05 1.93 0.07
H -0.04 1.32 1.65
H -1.73 -0.30 1.23
H -1.97 0.81 -1.69
H -3.44 0.09 -0.69
H -2.94 1.70 -0.22



Model c:
C5H15N2 | ωB97M-V/def2-TZVPD

Values from the calculation:
Frontier orbital gap: 0.228 Ha
LUMO level: -8.2 eV
Charge: +1
Multiplicity: 1

Positions of all 22 atoms, in Å:
C -0.02 -0.84 1.12
N 1.25 -0.20 1.01
C 2.21 -0.56 2.04
C -0.99 -0.23 -0.04
N -0.93 1.10 0.21
C -1.45 0.03 -2.49
C -0.50 -0.57 -1.47
H 0.09 -1.93 1.04
H -0.58 -0.65 2.03
H 1.02 0.79 0.94
H 3.21 -0.36 1.66
H 2.13 -1.61 2.27
H 2.07 0.02 2.96
H -1.96 -0.72 0.09
H 0.84 5.89 -1.80
H -1.63 1.38 0.91
H 1.32 5.33 -1.99
H -1.20 -0.28 -3.50
H -1.44 1.12 -2.42
H -2.47 -0.28 -2.30
H -0.40 -1.65 -1.56
H 0.51 -0.15 -1.54



Most stable structure among those shown: model a. Next: +31.2 kcal/mol.